(1)
# C33H46BIN3O9P2Ru

C33H46BIN3O9P2Ru as an isolated structure (wB97M-V/def2-TZVPD, the OMol25 dataset).

multiplicity = 6
energy relative to the best compared isomer or geometry (same formula, charge and spin) = 5.53 kJ/mol
⟨S²⟩ = 8.799
electronic energy = -3226.96141 a.u.
Kohn-Sham gap (spin up / spin down) = 6.135 / 7.056 eV
LUMO (spin up / spin down) = 0.37 / -0.44 eV

Structure (XYZ):
```
96
Properties=species:S:1:pos:R:3:forces:R:3
Ru -1.163 0.642 -0.746 0.17 0.10 0.27
C -0.541 4.380 -3.481 0.02 0.00 -0.06
C -0.320 3.010 -2.898 0.12 0.03 0.00
N -0.913 2.633 -1.799 0.00 0.07 -0.11
N -1.626 3.632 -1.154 0.02 -0.14 -0.01
C -1.955 3.294 0.061 -0.07 0.05 0.09
O -1.706 2.163 0.626 0.04 0.15 0.10
C -2.672 4.314 0.880 0.00 -0.02 -0.02
C -3.037 3.996 2.184 -0.02 0.00 0.02
C -3.702 4.925 2.972 0.00 0.00 -0.01
C -4.011 6.177 2.460 0.00 0.00 -0.01
C -3.652 6.497 1.156 0.00 0.00 -0.01
C -2.986 5.571 0.370 0.01 0.02 0.00
C 0.657 2.165 -3.531 0.01 -0.01 -0.02
C 1.613 2.689 -4.413 -0.02 0.00 0.04
C 2.738 1.987 -4.761 0.06 -0.05 -0.01
C 2.952 0.702 -4.174 0.01 0.05 -0.02
C 1.992 0.166 -3.396 -0.02 0.02 0.01
N 0.794 0.821 -3.145 -0.09 -0.04 -0.06
H -1.439 4.814 -3.059 -0.02 -0.01 0.00
H -0.639 4.310 -4.564 0.02 0.01 0.01
H 0.295 5.046 -3.256 -0.02 0.01 0.04
H -2.798 3.010 2.562 0.00 0.01 0.00
H -3.984 4.669 3.986 0.00 0.00 -0.01
H -4.533 6.901 3.072 0.00 0.00 0.00
H -3.895 7.472 0.751 0.00 -0.01 0.01
H -2.701 5.808 -0.646 0.00 0.00 0.01
H 1.477 3.696 -4.778 0.01 -0.01 0.00
H 3.468 2.414 -5.434 -0.02 0.00 0.02
H 3.866 0.150 -4.345 -0.02 0.01 -0.01
H 2.078 -0.819 -2.960 -0.01 0.01 -0.02
C 0.211 1.065 3.176 -0.07 0.02 0.05
C 1.699 1.031 2.930 0.03 0.07 -0.07
C 2.515 0.938 4.199 -0.01 0.01 0.02
O 2.062 -0.159 2.153 0.02 -0.05 0.11
P 1.981 -0.339 0.592 -0.04 0.08 -0.07
O 1.190 0.688 -0.128 -0.06 -0.04 0.02
C 1.391 -2.027 0.416 0.07 -0.04 -0.08
P -0.223 -2.147 1.205 0.08 0.18 -0.03
O -0.961 -0.876 1.050 -0.07 -0.15 -0.03
O -0.868 -3.417 0.554 0.00 -0.11 0.00
C -2.328 -3.626 0.437 0.01 0.06 0.03
C -3.066 -3.149 1.669 -0.06 0.00 0.04
C -2.512 -5.104 0.186 -0.01 -0.03 -0.01
O -0.007 -2.435 2.740 -0.04 -0.10 0.04
C 0.973 -3.322 3.338 0.02 0.09 -0.04
C 0.860 -4.744 2.824 -0.02 -0.03 0.00
C 0.740 -3.230 4.829 0.00 0.00 0.06
O 3.474 -0.453 0.092 0.04 0.00 0.00
C 4.348 0.714 0.251 -0.07 -0.05 0.02
C 5.617 0.222 0.906 0.04 -0.02 0.01
C 4.559 1.349 -1.102 0.03 0.02 -0.04
H -0.022 1.939 3.788 0.00 -0.01 0.00
H -0.102 0.167 3.712 0.02 0.01 0.01
H -0.363 1.134 2.255 0.08 0.06 0.05
H 2.008 1.904 2.351 -0.04 0.01 -0.06
H 2.211 0.059 4.771 0.03 0.01 0.00
H 2.346 1.823 4.813 0.00 -0.01 -0.01
H 3.581 0.864 3.978 0.00 0.00 0.01
H 2.127 -2.721 0.825 -0.02 -0.01 -0.03
H 1.251 -2.224 -0.649 0.01 -0.02 0.01
H -2.632 -3.036 -0.428 -0.03 -0.01 0.00
H -2.713 -3.670 2.562 0.01 -0.01 0.00
H -4.126 -3.373 1.538 0.00 0.02 0.00
H -2.967 -2.073 1.808 -0.01 -0.05 -0.02
H -2.267 -5.681 1.080 0.01 0.02 -0.02
H -1.884 -5.448 -0.635 0.01 0.01 -0.03
H -3.553 -5.297 -0.077 0.02 0.01 0.01
H 1.956 -2.906 3.100 0.02 -0.02 0.00
H -0.127 -5.153 3.047 0.01 0.02 0.00
H 1.610 -5.358 3.325 -0.02 0.00 0.00
H 1.021 -4.818 1.749 0.00 0.03 0.00
H -0.254 -3.607 5.076 0.02 0.00 0.00
H 0.812 -2.197 5.168 0.00 -0.01 -0.01
H 1.482 -3.827 5.361 -0.01 0.01 -0.01
H 3.842 1.426 0.909 0.01 0.01 0.04
H 6.113 -0.506 0.261 -0.01 0.01 0.01
H 5.401 -0.252 1.864 -0.01 0.01 -0.01
H 6.299 1.056 1.076 -0.01 -0.01 -0.01
H 4.955 0.612 -1.803 0.00 0.02 0.01
H 5.276 2.168 -1.017 -0.02 0.00 0.00
H 3.623 1.741 -1.500 0.00 -0.03 0.00
I -3.635 -0.242 -1.147 -0.29 -0.12 -0.05
O -1.432 -0.002 -3.907 0.03 0.00 0.05
B -0.392 -0.020 -2.960 0.14 -0.02 -0.21
O -0.215 -1.328 -2.429 -0.04 -0.02 0.00
C -1.191 -2.081 -3.054 0.09 0.02 0.06
C -1.458 -3.415 -2.883 -0.05 -0.05 -0.02
C -2.516 -3.940 -3.625 0.01 0.00 0.00
C -3.251 -3.139 -4.492 -0.01 0.01 -0.01
C -2.961 -1.785 -4.657 -0.02 0.00 -0.01
C -1.915 -1.279 -3.923 -0.04 0.03 -0.03
H -0.874 -4.017 -2.200 0.00 -0.01 0.01
H -2.767 -4.988 -3.526 0.00 0.01 0.00
H -4.070 -3.574 -5.050 0.01 0.00 0.01
H -3.538 -1.149 -5.315 0.02 -0.02 0.01
```
Forces are in eV/Å.

---

(2)
# C6H10OS

One molecule with the formula C6H10OS at a distorted geometry (wB97M-V/def2-TZVPD, the OMol25 dataset).

multiplicity = 1
SMILES string = C1CC2(C1)COCS2
energy relative to the best compared isomer or geometry (same formula, charge and spin) = 246.98 kJ/mol
electronic energy = -707.95622 a.u.
Kohn-Sham gap = 9.338 eV
LUMO = 0.92 eV

Structure (XYZ):
```
18
Properties=species:S:1:pos:R:3:forces:R:3
C -2.528 -0.101 -0.305 2.70 -0.47 -0.90
C -1.349 0.645 -1.061 1.23 -1.43 1.58
C -0.391 0.275 0.246 -0.18 1.37 -1.44
C -1.718 -0.064 1.004 0.01 -3.33 -0.64
C 0.813 1.368 0.565 -0.59 -2.29 0.13
O 1.884 0.917 -0.332 -0.69 0.88 1.47
C 2.222 -0.437 -0.117 -2.13 0.97 1.48
S 0.486 -1.281 -0.016 1.46 0.20 0.23
H -2.486 -1.114 -0.730 -0.59 0.14 0.37
H -3.505 0.303 -0.293 -0.96 0.46 -0.19
H -1.513 1.699 -1.189 0.11 0.48 -0.08
H -0.869 0.151 -1.933 -0.90 0.54 0.23
H -1.887 -1.056 1.595 1.12 1.61 -0.88
H -2.003 0.667 1.646 -0.94 2.54 1.84
H 1.070 1.260 1.657 0.16 0.04 -0.97
H 0.609 2.437 0.362 -0.10 -0.85 -0.24
H 2.819 -0.583 0.847 -0.74 -0.07 -1.49
H 2.628 -0.720 -1.049 1.05 -0.79 -0.51
```
Forces are in eV/Å.

---

(3)
# C24H45BrO7P2

A 7-piece molecular cluster, C24H45BrO7P2 overall at a distorted geometry (wB97M-V/def2-TZVPD, the OMol25 dataset).

multiplicity = 1
SMILES string = OP(Br)[PH3]c1ccccc1.CC(C)=O.CC(C)=O.CC(C)=O.CC(C)=O.CC(C)=O.CC(C)=O
electronic energy = -4724.77118 a.u.
Kohn-Sham gap = 7.792 eV
LUMO = 0.30 eV

Structure (XYZ):
```
79
Properties=species:S:1:pos:R:3:forces:R:3
O 4.142 6.591 -1.073 -0.58 -0.78 0.40
P 2.785 6.202 -0.163 -0.43 3.36 -0.11
Br 1.244 5.675 -1.794 0.60 -0.47 0.53
P 3.201 4.285 0.969 0.50 -3.56 -3.01
C 3.389 2.417 1.333 -0.43 -0.29 1.79
C 4.648 1.744 1.183 -1.56 -1.79 0.02
C 4.669 0.287 1.187 -1.11 0.53 -0.02
C 3.454 -0.480 1.407 0.59 2.61 -0.01
C 2.247 0.272 1.657 -0.52 0.27 -0.19
C 2.141 1.725 1.633 3.04 -2.01 -0.75
H 4.018 7.456 -1.500 0.00 -0.39 0.33
H 2.129 4.490 1.866 0.01 0.44 0.05
H 2.838 3.703 -0.325 -0.05 0.30 0.32
H 4.589 4.565 1.097 0.00 0.34 0.28
H 5.605 2.277 0.988 -0.93 -0.25 0.16
H 5.624 -0.231 0.940 -0.85 0.43 0.37
H 3.461 -1.595 1.377 -0.08 1.18 0.08
H 1.293 -0.291 1.824 1.33 0.61 -0.12
H 1.155 2.232 1.759 1.05 -0.45 -0.07
C 3.626 0.628 -2.196 0.26 0.19 0.17
C 4.509 -0.228 -3.062 0.31 -0.04 0.05
C 3.836 -0.948 -4.200 0.35 -0.19 -0.19
O 5.699 -0.332 -2.855 -0.21 0.02 -0.02
H 4.222 1.093 -1.412 -0.05 -0.06 -0.05
H 3.167 1.414 -2.800 -0.18 -0.13 -0.01
H 2.856 0.011 -1.728 -0.11 0.09 -0.10
H 3.383 -0.224 -4.879 -0.24 -0.08 0.10
H 3.075 -1.625 -3.809 -0.17 0.16 -0.09
H 4.574 -1.532 -4.751 -0.01 0.05 0.07
C -2.550 0.006 2.702 0.48 0.05 0.19
C -1.634 -0.856 1.877 0.21 -0.06 -0.11
C -2.247 -1.614 0.729 0.19 -0.24 0.12
O -0.443 -0.937 2.128 -0.67 -0.19 0.04
H -1.974 0.492 3.491 0.01 -0.04 -0.06
H -3.002 0.775 2.074 -0.24 -0.17 0.02
H -3.325 -0.607 3.160 -0.17 0.15 -0.21
H -2.685 -0.918 0.013 -0.09 -0.18 0.23
H -3.010 -2.300 1.106 -0.10 0.11 0.00
H -1.473 -2.193 0.224 -0.04 0.05 0.02
C 1.436 -4.333 1.778 0.11 0.06 -0.24
C 0.190 -5.081 1.381 -0.02 -0.04 -0.38
C -0.764 -5.470 2.481 -0.23 -0.14 -0.20
O -0.037 -5.359 0.223 0.00 0.05 0.20
H 2.029 -4.118 0.888 -0.07 -0.04 0.03
H 1.164 -3.389 2.255 0.04 -0.07 0.15
H 2.034 -4.943 2.459 -0.06 0.13 0.14
H -1.129 -4.575 2.990 0.14 -0.05 0.15
H -0.263 -6.129 3.193 0.00 0.17 0.13
H -1.614 -6.000 2.052 0.08 0.04 0.00
C -5.409 0.494 5.715 0.28 0.00 -0.18
C -6.199 0.278 4.449 0.11 -0.02 -0.31
C -7.698 0.175 4.579 -0.03 -0.04 -0.33
O -5.652 0.192 3.371 -0.17 0.01 0.23
H -4.348 0.550 5.474 -0.08 0.00 0.00
H -5.711 1.431 6.187 -0.09 -0.12 0.14
H -5.570 -0.340 6.401 -0.11 0.14 0.11
H -8.100 1.098 5.000 -0.03 -0.12 0.17
H -7.959 -0.673 5.214 -0.05 0.15 0.14
H -8.135 0.021 3.592 0.06 0.01 0.06
C 0.130 1.571 -1.108 -0.15 -0.31 0.24
C -1.185 1.294 -1.782 -0.14 -0.11 -0.01
C -1.540 2.139 -2.977 -0.29 -0.17 -0.07
O -1.932 0.424 -1.378 0.19 0.36 -0.29
H 0.254 0.890 -0.266 -0.02 0.01 -0.08
H 0.949 1.411 -1.812 -0.03 0.23 0.00
H 0.149 2.597 -0.736 0.15 0.06 -0.19
H -0.792 2.003 -3.762 0.08 0.17 0.10
H -1.594 3.190 -2.687 0.18 0.02 -0.08
H -2.513 1.831 -3.362 0.05 0.01 0.05
C -1.284 -0.973 -6.218 0.20 0.28 -0.15
C -0.499 -0.837 -4.939 0.19 0.09 0.11
C -0.842 -1.778 -3.813 0.25 0.15 0.13
O 0.374 -0.002 -4.821 -0.11 -0.06 0.00
H -0.933 -0.235 -6.939 -0.01 -0.05 0.07
H -1.140 -1.970 -6.639 -0.20 -0.03 0.07
H -2.344 -0.797 -6.025 -0.02 -0.21 -0.01
H -0.678 -2.810 -4.128 -0.20 -0.01 -0.01
H -1.882 -1.637 -3.513 -0.01 -0.15 -0.05
H -0.200 -1.566 -2.957 -0.07 0.00 -0.05
```
Forces are in eV/Å.

---

(4)
# C2H2

One molecule with the formula C2H2 at a distorted geometry (wB97M-V/def2-TZVPD, the OMol25 dataset).

multiplicity = 1
SMILES string = C#C
energy relative to the best compared isomer or geometry (same formula, charge and spin) = 50.23 kJ/mol
electronic energy = -77.30420 a.u.
Kohn-Sham gap = 12.176 eV
LUMO = 1.29 eV

Structure (XYZ):
```
4
Properties=species:S:1:pos:R:3:forces:R:3
C 0.423 0.233 0.334 -2.14 -0.97 -1.72
C -0.438 -0.208 -0.348 2.73 2.21 2.18
H 1.087 0.685 0.889 3.08 2.04 2.52
H -0.999 -0.836 -0.806 -3.68 -3.28 -2.98
```
Forces are in eV/Å.

---

Q: Look up the electronic energy of the first one.
A: -3226.96141 a.u.

---

Q: Which of these has the highest electronic energy?
A: C2H2